The following is a DFT calculation (ωB97M-V/def2-TZVPD) of C12H19Cl3O2W as an isolated structure.

ORCA input file:
```
! RIJCOSX wB97M-V def2-TZVPD def2/J DEFGRID3
* xyz -2 3
C 0.49 0.89 -1.23
C -0.17 1.91 -0.45
C -1.35 1.32 0.14
C 0.26 3.33 -0.39
C -1.44 -0.04 -0.34
C -0.30 -0.31 -1.17
C -0.11 -1.52 -2.01
C 1.66 1.13 -2.12
C -2.37 2.07 0.92
C -2.59 -0.96 -0.13
W 0.41 0.22 0.85
Cl 1.37 1.82 2.30
Cl 2.50 -0.65 0.37
Cl -0.97 -0.29 2.75
H 1.35 3.40 -0.50
H 0.01 3.79 0.58
H -0.21 3.93 -1.18
H -1.89 2.67 1.71
H -3.06 1.39 1.42
H -2.95 2.77 0.30
H -3.09 -0.80 0.83
H -2.26 -2.01 -0.17
H -3.34 -0.82 -0.93
H -0.47 -2.41 -1.48
H 0.94 -1.73 -2.25
H -0.67 -1.43 -2.95
H 2.42 1.73 -1.62
H 1.36 1.67 -3.04
H 2.13 0.18 -2.41
O 2.29 -2.82 -1.46
H 2.53 -3.77 -1.67
C 1.57 -2.36 2.88
C 0.64 -2.21 1.73
O -0.11 -2.95 1.16
H 1.00 -2.42 3.82
H 2.21 -1.47 2.97
H 2.21 -3.25 2.77
*
```

## Properties
- Gap between HOMO and LUMO (spin up / spin down): 0.1731 / 0.1796 hartree
- E_LUMO (spin up / spin down): 5.2 / 5.2 eV
- HOMO energy (spin up / spin down): 0.499 / 0.300 eV
- E: -56240.3121 eV